[1]
10 unconnected molecules or ions with the total composition C27H73NO19 at a distorted geometry, computed with wB97M-V/def2-TZVPD.

The geometry in XYZ format:
```
120
Properties=species:S:1:pos:R:3:lowdin_charge:R:1
C 0.088 -5.189 -0.776 -0.0242
C 1.447 -4.739 -1.408 -0.5012
C 1.155 -3.867 -2.643 -0.0254
C 2.197 -3.898 -0.412 -0.1706
C 3.643 -3.711 -0.765 -0.1483
C 4.344 -5.153 -0.970 -0.1064
C 3.615 -6.040 -1.951 -0.4896
C 3.939 -5.482 -3.401 -0.0211
C 4.155 -7.491 -1.892 -0.0337
N 2.149 -5.954 -1.732 -0.1126
O 1.493 -6.889 -2.585 -0.0002
H 0.173 -5.893 0.052 0.0806
H -0.252 -4.258 -0.322 0.0631
H -0.768 -5.509 -1.371 0.0869
H 0.853 -4.340 -3.578 0.0919
H 0.381 -3.151 -2.366 0.0583
H 1.986 -3.232 -2.949 0.0662
H 1.947 -2.851 -0.238 0.1125
H 1.960 -4.319 0.565 0.1179
H 3.768 -2.987 -1.570 0.1048
H 4.071 -3.097 0.027 0.1028
H 4.381 -5.697 -0.026 0.1167
H 5.332 -4.911 -1.361 0.1060
H 3.382 -4.574 -3.632 0.0561
H 3.768 -6.125 -4.263 0.0763
H 5.007 -5.263 -3.370 0.0736
H 5.210 -7.586 -1.635 0.0816
H 3.887 -8.009 -2.812 0.0769
H 3.732 -8.012 -1.033 0.0787
H 1.087 -7.536 -2.004 0.0999
O -0.506 5.935 -0.629 -0.0381
C 0.774 5.878 -1.019 -0.3166
C 1.250 7.164 -1.607 -0.2213
O 1.051 7.321 -3.018 -0.0526
H -0.995 5.892 -1.454 0.1124
H 1.366 5.497 -0.187 0.1186
H 0.922 5.113 -1.781 0.1251
H 2.327 7.112 -1.448 0.1077
H 0.927 8.017 -1.011 0.1315
H 0.946 6.479 -3.467 0.0778
O -3.508 -3.132 -2.340 -0.0678
C -2.484 -2.233 -1.888 -0.2103
C -1.854 -1.148 -2.887 -0.1554
O -2.932 -0.538 -3.618 -0.0849
H -4.368 -3.180 -1.917 0.0859
H -2.655 -1.844 -0.884 0.1019
H -1.744 -2.976 -1.593 0.0781
H -1.208 -1.691 -3.576 0.1032
H -1.247 -0.456 -2.303 0.1039
H -3.511 -1.221 -3.962 0.0892
O -3.406 1.130 0.531 -0.0590
C -4.514 0.362 0.868 -0.2421
C -5.148 0.003 -0.507 -0.2250
O -6.162 -0.905 -0.165 -0.0702
H -2.914 1.279 1.342 0.0565
H -4.255 -0.591 1.330 0.1245
H -5.277 0.854 1.471 0.1219
H -4.490 -0.652 -1.078 0.0939
H -5.504 0.840 -1.109 0.1160
H -6.398 -0.541 0.691 0.0639
O -1.272 -4.708 2.840 -0.0610
C -1.351 -3.825 3.959 -0.2344
C -0.857 -2.430 3.743 -0.2471
O 0.300 -2.400 2.937 -0.0712
H -0.369 -4.768 2.520 0.0672
H -2.358 -3.724 4.364 0.1276
H -0.665 -4.324 4.643 0.1180
H -0.702 -1.842 4.647 0.1185
H -1.603 -1.847 3.202 0.1172
H 1.015 -2.568 3.556 0.1037
O 0.288 -0.863 0.457 -0.0728
C 0.025 0.528 0.782 -0.1694
C 0.486 1.630 -0.267 -0.2772
O 0.242 2.887 0.115 -0.0338
H 0.077 -1.391 1.231 0.0311
H -0.996 0.791 1.058 0.0871
H 0.467 0.677 1.767 0.0920
H -0.130 1.550 -1.163 0.1045
H 1.488 1.323 -0.567 0.1174
H 1.044 3.018 0.627 0.0554
O -1.135 5.014 1.977 -0.0705
C -2.546 5.256 2.054 -0.2289
C -3.320 4.176 2.812 -0.2042
O -2.959 4.307 4.200 -0.0755
H -0.724 5.357 1.181 0.0312
H -2.678 6.226 2.533 0.1170
H -3.060 5.356 1.098 0.1096
H -2.959 3.221 2.430 0.0915
H -4.394 4.107 2.638 0.1227
H -2.049 4.038 4.348 0.0458
O -2.576 3.855 -1.284 -0.0716
C -2.585 2.967 -2.332 -0.2628
C -3.922 2.977 -3.139 -0.2204
O -3.831 2.242 -4.330 -0.0621
H -1.824 3.779 -0.691 0.0542
H -1.818 3.338 -3.012 0.1154
H -2.285 1.989 -1.954 0.0984
H -4.244 4.007 -3.289 0.1250
H -4.630 2.417 -2.529 0.0967
H -3.582 1.340 -4.115 0.0408
O 0.830 0.447 5.555 -0.0879
C 1.506 1.348 4.632 -0.1856
C 0.465 2.360 4.254 -0.2985
O 0.118 3.408 5.089 -0.0326
H 0.406 0.943 6.258 0.0700
H 2.325 1.846 5.152 0.1217
H 1.870 0.777 3.778 0.1148
H -0.521 1.930 4.079 0.1224
H 0.726 2.673 3.243 0.1078
H -0.182 3.068 5.935 0.0930
O 3.038 3.090 0.924 -0.1132
C 4.213 2.637 0.312 -0.1738
C 4.350 3.828 -0.735 -0.2180
O 4.821 5.076 -0.255 -0.0562
H 3.254 3.847 1.474 0.0908
H 4.924 2.537 1.132 0.1179
H 4.175 1.604 -0.034 0.1185
H 3.465 3.920 -1.365 0.1123
H 5.194 3.629 -1.396 0.1134
H 4.399 5.347 0.563 0.0724
```

Calculated values
Relative energy (zero: lowest compared OMol25 entry of this formula, charge and spin) ... 501.7 kJ/mol
LUMO energy ... -0.10 eV
SMILES ... CC1(C)CCCC(C)(C)N1O.OCCO.OCCO.OCCO.OCCO.OCCO.OCCO.OCCO.OCCO.OCCO



[2]
5 unconnected molecules or ions with the total composition C27H75FN12O7P4 at a distorted geometry, computed with wB97M-V/def2-TZVPD.

The geometry in XYZ format:
```
126
Properties=species:S:1:pos:R:3:lowdin_charge:R:1
C 24.602 -5.772 -2.624 -0.1073
N 23.421 -5.808 -1.785 -0.2990
C 23.672 -5.631 -0.345 -0.1221
P 21.995 -5.200 -2.408 0.4768
O 22.031 -3.731 -2.544 -0.2804
N 21.861 -5.967 -3.847 -0.3330
C 21.970 -7.370 -4.040 -0.1359
C 21.648 -5.143 -5.057 -0.0704
N 20.712 -5.709 -1.490 -0.2749
C 20.592 -5.216 -0.111 -0.0986
C 19.566 -6.382 -2.045 -0.1184
H 25.342 -5.020 -2.339 0.0881
H 24.336 -5.752 -3.678 0.0717
H 25.111 -6.739 -2.480 0.0720
H 24.605 -6.058 0.027 0.0856
H 22.923 -6.268 0.123 0.0433
H 23.613 -4.563 -0.117 0.0868
H 21.122 -7.696 -4.646 0.0887
H 22.931 -7.644 -4.487 0.0895
H 21.907 -7.924 -3.101 0.0481
H 22.531 -4.515 -5.191 0.0773
H 21.549 -5.793 -5.921 0.0798
H 20.792 -4.487 -4.920 0.0798
H 19.547 -5.161 0.193 0.0871
H 21.080 -5.897 0.593 0.0505
H 21.093 -4.256 0.019 0.0815
H 19.844 -6.969 -2.916 0.0545
H 18.842 -5.654 -2.452 0.0919
H 19.027 -6.995 -1.324 0.0793
C 22.792 -6.536 7.231 -0.1359
N 22.976 -5.384 6.385 -0.2669
C 21.833 -4.465 6.277 -0.0964
P 24.303 -5.424 5.347 0.4696
O 24.827 -6.790 5.205 -0.2847
N 23.869 -4.733 3.919 -0.2929
C 22.638 -5.058 3.165 -0.0742
C 24.900 -4.059 3.114 -0.0953
N 25.375 -4.354 6.009 -0.3026
C 25.106 -2.916 5.973 -0.1297
C 26.041 -4.785 7.243 -0.0978
H 22.372 -7.414 6.710 0.0765
H 22.242 -6.305 8.139 0.0808
H 23.755 -6.987 7.502 0.0660
H 22.150 -3.421 6.245 0.0746
H 21.234 -4.524 7.188 0.0760
H 21.146 -4.722 5.483 0.0467
H 22.188 -5.915 3.662 0.0734
H 22.016 -4.171 3.063 0.0916
H 23.034 -5.398 2.201 0.0487
H 24.460 -3.637 2.213 0.0774
H 25.372 -3.218 3.634 0.0503
H 25.725 -4.747 2.883 0.0913
H 24.169 -2.722 5.455 0.0644
H 25.080 -2.466 6.969 0.0810
H 25.917 -2.384 5.456 0.0764
H 25.444 -4.382 8.072 0.0806
H 27.072 -4.453 7.262 0.0820
H 25.878 -5.858 7.349 0.0661
C 24.683 -12.132 0.305 -0.1040
N 23.233 -12.118 0.362 -0.3084
C 22.569 -13.360 0.766 -0.0860
P 22.392 -10.726 0.596 0.4650
O 21.641 -10.655 1.852 -0.2802
N 23.485 -9.510 0.395 -0.3027
C 24.148 -8.902 1.529 -0.0868
C 23.831 -9.101 -0.957 -0.1020
N 21.354 -10.681 -0.715 -0.2871
C 21.661 -11.336 -1.959 -0.1224
C 20.433 -9.571 -0.827 -0.1057
H 25.111 -11.290 -0.224 0.0617
H 25.096 -13.083 -0.038 0.0808
H 25.117 -12.083 1.327 0.0919
H 22.068 -13.228 1.722 0.0768
H 23.332 -14.133 0.816 0.0788
H 21.865 -13.657 -0.016 0.0750
H 23.853 -7.852 1.624 0.0628
H 23.814 -9.356 2.458 0.0832
H 25.231 -8.970 1.403 0.0871
H 24.787 -8.582 -0.907 0.0858
H 23.990 -9.977 -1.597 0.0692
H 23.010 -8.525 -1.380 0.0468
H 22.196 -12.265 -1.787 0.0672
H 20.749 -11.560 -2.514 0.0856
H 22.315 -10.730 -2.606 0.0688
H 19.614 -9.811 -1.507 0.0892
H 20.955 -8.682 -1.213 0.0516
H 20.020 -9.330 0.136 0.0715
C 16.972 -10.773 12.373 -0.0806
N 18.284 -10.711 11.676 -0.3034
C 19.480 -10.515 12.486 -0.1015
P 18.327 -11.065 10.057 0.4631
O 17.037 -11.565 9.581 -0.2724
N 18.789 -9.722 9.191 -0.3042
C 19.981 -8.967 9.501 -0.1260
C 17.707 -8.959 8.567 -0.1012
N 19.633 -12.078 9.922 -0.3101
C 19.649 -13.284 10.734 -0.1157
C 20.277 -12.269 8.639 -0.1128
H 17.125 -10.357 13.363 0.0709
H 16.653 -11.814 12.410 0.0763
H 16.242 -10.182 11.828 0.0723
H 19.946 -11.483 12.659 0.0666
H 19.181 -10.019 13.410 0.0794
H 20.144 -9.776 12.044 0.0613
H 20.769 -9.632 9.839 0.0740
H 20.315 -8.430 8.606 0.0738
H 19.760 -8.159 10.215 0.0886
H 16.740 -8.943 9.063 0.0774
H 18.052 -7.940 8.361 0.0753
H 17.530 -9.303 7.534 0.0766
H 19.093 -13.176 11.658 0.0711
H 19.284 -14.134 10.138 0.0877
H 20.685 -13.581 10.950 0.0859
H 21.332 -12.514 8.802 0.0874
H 20.335 -11.336 8.079 0.0703
H 19.766 -13.029 8.042 0.0888
O 19.169 -5.596 6.275 0.1800
C 18.977 -6.433 5.486 -0.5740
O 17.827 -6.658 4.816 0.0662
C 17.947 -7.889 4.047 -0.0153
C 19.466 -8.027 3.992 -0.2706
F 19.916 -7.243 2.943 0.0414
O 19.861 -7.429 5.194 0.1064
H 17.364 -8.617 4.603 0.1372
H 17.527 -7.676 3.068 0.1368
H 19.931 -9.007 3.960 0.1698
```

Calculated values
Relative energy (zero: lowest compared OMol25 entry of this formula, charge and spin) ... 0.0 kJ/mol
LUMO energy ... 0.52 eV
SMILES ... CN(C)P(=O)(N(C)C)N(C)C.CN(C)P(=O)(N(C)C)N(C)C.CN(C)P(=O)(N(C)C)N(C)C.CN(C)P(=O)(N(C)C)N(C)C.O=C1OC[C@@H](F)O1